The following is a DFT calculation (ωB97M-V/def2-TZVPD) of C46H50BrCl3GeN6O5S2W as an isolated structure.

## Properties
gap between HOMO and LUMO (spin up / spin down)	0.19532 / 0.19531	Ha
energy above the lowest of the compared OMol25 structures with the same formula, charge and spin	17.3	kcal per mole
M	1273.8	g/mol
<S²>	0.762

```
! RIJCOSX wB97M-V def2-TZVPD def2/J DEFGRID3
* xyz 1 2
W 0.103 -0.618 -1.270
C 0.087 -0.456 5.394
C -0.992 -0.952 4.426
C -1.529 -2.297 4.935
C -2.132 0.039 4.267
C -2.916 0.237 5.393
C -4.066 1.001 5.362
C -4.462 1.532 4.157
C -3.698 1.386 3.000
C -4.287 1.961 1.743
C -5.530 1.180 1.313
C -4.569 3.458 1.832
C -2.482 0.691 3.061
N -1.518 0.565 1.957
C -0.265 1.014 2.382
O -0.091 1.858 3.229
C 1.008 0.304 1.885
C 2.067 0.435 2.782
C 3.276 -0.189 2.559
C 3.391 -1.014 1.455
C 2.291 -1.144 0.639
N 1.135 -0.467 0.785
C 2.287 -2.265 -0.360
O 3.241 -3.000 -0.432
N 1.096 -2.375 -1.047
C 0.708 -3.765 -1.324
C 1.011 -4.425 -2.530
C 0.566 -5.741 -2.661
C -0.096 -6.408 -1.652
C -0.282 -5.774 -0.441
C 0.130 -4.462 -0.250
C 0.000 -3.907 1.151
C -1.376 -4.206 1.752
C 1.110 -4.468 2.050
C 1.832 -3.941 -3.727
C 0.986 -3.252 -4.794
C 3.112 -3.176 -3.404
H 0.925 -1.157 5.422
H -0.322 -0.400 6.404
H 0.451 0.538 5.138
H -0.545 -1.142 3.446
H -1.819 -2.226 5.984
H -0.758 -3.068 4.861
H -2.403 -2.623 4.376
H -2.625 -0.242 6.320
H -4.654 1.152 6.258
H -5.388 2.090 4.093
H -3.573 1.821 0.949
H -6.333 1.292 2.044
H -5.311 0.115 1.214
H -5.894 1.548 0.352
H -5.418 3.656 2.489
H -4.816 3.854 0.845
H -3.708 4.003 2.218
H 1.905 1.052 3.650
H 4.099 -0.058 3.249
H 4.269 -1.603 1.231
H 0.775 -6.261 -3.588
H -0.425 -7.428 -1.796
H -0.743 -6.306 0.381
H 0.115 -2.826 1.121
H -1.394 -5.182 2.241
H -2.160 -4.194 0.995
H -1.624 -3.462 2.498
H 1.016 -5.551 2.143
H 1.035 -4.039 3.053
H 2.105 -4.256 1.654
H 2.172 -4.871 -4.189
H 0.622 -2.288 -4.460
H 0.115 -3.856 -5.052
H 1.578 -3.105 -5.701
H 2.924 -2.188 -2.989
H 3.688 -3.042 -4.324
H 3.726 -3.720 -2.690
O 3.524 1.046 -5.443
C 2.963 0.709 -4.281
C 3.668 1.100 -3.117
C 3.150 0.827 -1.885
N 1.977 0.165 -1.835
C 1.344 -0.218 -2.900
Br -1.422 -1.108 -3.173
C 1.755 0.025 -4.188
H 2.988 0.751 -6.190
H 4.604 1.628 -3.228
H 3.625 1.114 -0.958
H 1.178 -0.269 -5.053
O -1.329 1.727 -4.744
C -1.133 3.048 -4.640
C -1.587 3.829 -5.704
C -1.421 5.194 -5.682
C -0.794 5.822 -4.600
C -0.330 5.063 -3.558
C -0.478 3.658 -3.549
C 0.063 2.875 -2.446
O -0.205 1.653 -2.308
N 0.864 3.608 -1.599
N 1.587 2.927 -0.747
C 2.165 3.747 0.121
S 3.305 3.112 1.239
C 3.872 4.734 1.826
C 2.686 5.676 1.767
S 1.832 5.436 0.183
H -1.121 1.298 -3.896
H -2.082 3.329 -6.525
H -1.790 5.787 -6.508
H -0.682 6.897 -4.583
H 0.150 5.534 -2.714
H 4.693 5.067 1.193
H 4.230 4.605 2.846
H 3.003 6.716 1.820
H 1.978 5.474 2.570
Cl -3.117 1.298 -1.359
Ge -1.495 1.150 0.088
Cl -1.702 -1.692 -0.217
Cl -1.275 3.272 0.521
*
```

=====

The following is a DFT calculation (ωB97M-V/def2-TZVPD) of a 2-piece molecular cluster, C46H50N2P overall in a non-equilibrium geometry.

## Properties
gap between HOMO and LUMO	0.21935	Ha
energy above the lowest of the compared OMol25 structures with the same formula, charge and spin	59.1	kcal per mole
M	661.9	g/mol

```
! RIJCOSX wB97M-V def2-TZVPD def2/J DEFGRID3
* xyz 1 1
C 5.694 0.663 -2.715
C 4.647 1.076 -1.675
C 5.229 1.110 -0.257
P 3.088 0.067 -1.837
C 2.705 0.408 -3.639
C 2.784 1.889 -4.021
C 1.379 -0.211 -4.091
C 3.799 -1.658 -2.063
C 2.695 -2.710 -2.210
C 4.800 -2.061 -0.976
H 6.559 1.329 -2.622
H 6.044 -0.361 -2.553
H 5.326 0.749 -3.742
H 4.319 2.104 -1.898
H 6.091 1.789 -0.240
H 4.504 1.490 0.471
H 5.579 0.130 0.084
H 3.514 -0.126 -4.167
H 2.499 1.994 -5.077
H 2.101 2.508 -3.423
H 3.797 2.294 -3.922
H 1.118 0.180 -5.085
H 1.451 -1.298 -4.196
H 0.556 0.020 -3.402
H 4.330 -1.591 -3.027
H 3.147 -3.710 -2.165
H 1.946 -2.628 -1.411
H 2.187 -2.645 -3.177
H 5.036 -3.126 -1.102
H 5.753 -1.527 -1.042
H 4.384 -1.923 0.030
C -4.607 -3.278 -5.229
C -4.136 -2.146 -5.907
C -4.070 -0.919 -5.246
C -4.469 -0.825 -3.906
N -4.320 0.442 -3.249
C -5.493 1.233 -3.064
C -6.382 0.949 -2.022
C -7.567 1.681 -1.909
C -7.854 2.698 -2.826
C -6.958 2.979 -3.863
C -5.781 2.240 -3.991
C -3.191 0.658 -2.426
C -2.284 1.684 -2.741
C -1.055 1.763 -2.090
C -0.737 0.901 -0.988
C 0.522 0.978 -0.282
C 0.612 0.943 1.145
C 1.877 0.929 1.822
C 1.963 0.687 3.177
C 0.808 0.540 3.971
N 0.926 0.133 5.291
C -0.070 0.401 6.275
C -1.014 -0.578 6.614
C -1.975 -0.305 7.594
C -1.960 0.915 8.276
C -0.962 1.859 7.995
C -0.019 1.604 6.997
C 2.007 -0.723 5.673
C 3.148 -0.183 6.279
C 4.202 -1.032 6.630
C 4.095 -2.409 6.415
C 2.946 -2.942 5.822
C 1.902 -2.098 5.438
C -0.448 0.744 3.376
C -0.546 0.920 2.005
C -1.720 -0.069 -0.645
C -2.902 -0.199 -1.362
C -4.982 -1.938 -3.241
C -5.033 -3.174 -3.900
H -4.645 -4.244 -5.737
H -3.814 -2.214 -6.947
H -3.690 -0.017 -5.731
H -6.133 0.143 -1.327
H -8.262 1.443 -1.105
H -8.782 3.265 -2.734
H -7.175 3.768 -4.583
H -5.070 2.417 -4.801
H -2.531 2.355 -3.573
H -0.316 2.500 -2.409
H 1.411 1.262 -0.855
H 2.796 1.041 1.237
H 2.936 0.583 3.668
H -0.988 -1.537 6.093
H -2.732 -1.060 7.823
H -2.715 1.128 9.035
H -0.914 2.796 8.554
H 0.775 2.319 6.766
H 3.195 0.897 6.440
H 5.104 -0.604 7.073
H 4.909 -3.072 6.710
H 2.846 -4.014 5.649
H 0.998 -2.475 4.952
H -1.334 0.686 4.004
H -1.544 0.986 1.578
H -1.528 -0.774 0.164
H -3.619 -0.985 -1.137
H -5.302 -1.830 -2.203
H -5.404 -4.047 -3.361
*
```

=====

- Look up the energy above the lowest of the compared OMol25 structures with the same formula, charge and spin of the first one.
  17.3 kcal per mole

=====

- The highest energy above the lowest of the compared OMol25 structures with the same formula, charge and spin belongs to which entry?
  C46H50N2P

=====

- The highest energy above the lowest of the compared OMol25 structures with the same formula, charge and spin belongs to which entry?
  C46H50N2P

=====

- Which value of energy above the lowest of the compared OMol25 structures with the same formula, charge and spin does entry 1 give?
  17.3 kcal per mole